Density functional theory data (ωB97M-V/def2-TZVPD) for a molecular structure, C12H36O6S6.

The geometry in XYZ format:
```
60
Properties=species:S:1:pos:R:3:nbo_charge:R:1
C -1.578 -3.268 1.717 -0.865
S -0.179 -2.177 1.126 1.182
O 1.009 -2.430 2.052 -0.924
C 0.152 -3.026 -0.541 -0.846
H -1.446 -4.316 1.448 0.244
H -2.574 -3.048 1.333 0.223
H -1.721 -3.344 2.794 0.245
H -0.642 -2.918 -1.281 0.231
H 0.335 -4.096 -0.443 0.238
H 1.134 -2.678 -0.862 0.241
C -3.074 -0.130 1.128 -0.805
S -1.605 -0.506 2.143 1.156
O -1.255 0.838 2.772 -0.935
C -2.244 -1.533 3.528 -0.785
H -2.691 0.196 0.161 0.250
H -3.497 0.765 1.582 0.233
H -3.793 -0.948 1.085 0.254
H -1.511 -1.724 4.313 0.261
H -2.620 -2.431 3.040 0.233
H -3.030 -0.999 4.062 0.238
C 1.993 2.350 1.623 -0.801
S 1.795 0.525 1.590 1.160
O 2.974 0.025 2.391 -1.004
C 0.287 0.489 2.607 -0.796
H 1.914 2.682 2.659 0.221
H 1.163 2.755 1.044 0.242
H 2.921 2.588 1.104 0.242
H -0.440 1.044 2.014 0.335
H 0.391 1.081 3.516 0.232
H -0.059 -0.491 2.935 0.183
C 2.967 0.677 -3.189 -0.803
S 4.115 1.987 -3.808 1.210
O 4.993 2.503 -2.692 -0.966
C 5.332 0.806 -4.623 -0.808
H 3.580 0.184 -2.435 0.227
H 2.790 0.058 -4.068 0.234
H 2.017 1.010 -2.771 0.235
H 5.501 -0.115 -4.065 0.223
H 6.333 1.221 -4.741 0.249
H 4.973 0.470 -5.596 0.213
C -1.943 1.835 -1.816 -0.835
S -3.611 0.964 -1.631 1.205
O -3.283 -0.439 -1.166 -0.989
C -3.917 1.716 0.025 -0.823
H -1.472 1.394 -2.695 0.249
H -1.369 1.735 -0.895 0.264
H -2.064 2.916 -1.885 0.252
H -4.769 1.234 0.505 0.240
H -4.181 2.752 -0.187 0.233
H -3.006 1.733 0.623 0.230
C -0.824 -0.203 -0.109 -0.895
S 0.172 0.693 -1.374 1.177
O 0.318 2.099 -0.849 -0.998
C 1.776 -0.251 -0.973 -0.805
H -0.255 -0.103 0.815 0.287
H -1.000 -1.267 -0.264 0.240
H -1.715 0.412 0.024 0.211
H 2.059 -0.284 0.080 0.227
H 2.587 0.253 -1.499 0.230
H 1.789 -1.262 -1.382 0.203
```

Net charge = 0
Calculated total energy = -3318.25498 Eh
Relative energy (zero: lowest compared OMol25 entry of this formula, charge and spin) = 574.4 kcal per mole
E_LUMO = 0.0 eV
Spin multiplicity = 1
HOMO level = -5.88 eV
Max |F| = 0.3423 Eh/bohr

***

Density functional theory data (ωB97M-V/def2-TZVPD) for a molecular structure, C16H24HfN7SSi.

The geometry in XYZ format:
```
50
Properties=species:S:1:pos:R:3:nbo_charge:R:1
Hf -0.537 0.186 0.036 2.248
N -2.486 -1.350 3.480 -0.442
C -1.746 -0.482 4.256 -0.005
C -0.962 0.223 3.404 -0.039
N -1.212 -0.211 2.112 -0.652
C -2.144 -1.165 2.204 0.353
C -2.564 -1.833 0.979 0.346
N -2.026 -1.433 -0.182 -0.649
C -2.530 -2.275 -1.161 -0.038
C -3.361 -3.172 -0.575 -0.005
N -3.372 -2.873 0.772 -0.439
H -3.170 -2.001 3.842 0.465
H -1.852 -0.449 5.327 0.283
H -0.245 0.994 3.629 0.264
H -2.260 -2.182 -2.198 0.264
H -3.943 -3.982 -0.982 0.284
H -3.905 -3.380 1.465 0.465
N -2.241 3.596 -2.190 -0.727
C -1.906 3.589 -0.915 0.419
N -1.443 4.669 -0.322 -0.716
S -2.183 2.149 0.053 -0.249
H -2.222 4.442 -2.747 0.440
H -2.731 2.804 -2.577 0.440
H -1.403 5.567 -0.787 0.441
H -1.226 4.645 0.662 0.445
C 1.461 2.574 -0.518 -1.098
Si 1.662 1.111 -1.683 1.762
C 3.191 1.065 -2.689 -1.135
C 0.089 1.040 -2.722 -1.077
N 1.269 -0.262 -0.602 -1.262
C 2.083 -1.260 0.040 0.199
C 1.434 -2.164 0.877 -0.292
C 2.141 -3.141 1.558 -0.155
C 3.517 -3.228 1.380 -0.189
C 4.161 -2.340 0.534 -0.144
C 3.454 -1.347 -0.137 -0.259
H 1.011 3.447 -0.991 0.257
H 2.408 2.876 -0.063 0.300
H 0.831 2.338 0.365 0.188
H 3.132 1.858 -3.441 0.286
H 3.304 0.113 -3.210 0.285
H 4.080 1.251 -2.085 0.281
H -0.156 2.002 -3.176 0.273
H -0.860 0.760 -2.209 0.163
H 0.190 0.276 -3.496 0.295
H 0.345 -2.129 0.989 0.163
H 1.629 -3.841 2.203 0.234
H 4.082 -3.994 1.893 0.252
H 5.230 -2.415 0.387 0.250
H 3.982 -0.664 -0.787 0.227
```

Net charge = +3
Calculated total energy = -1742.31102 Eh
Relative energy (zero: lowest compared OMol25 entry of this formula, charge and spin) = 9.4 kcal per mole
E_LUMO = -10.2 eV
Spin multiplicity = 1
HOMO level = -16.36 eV
Max |F| = 0.0084 Eh/bohr